{
  "formula": "C5H8O",
  "method": "ωB97M-V with the def2-TZVPD basis set",
  "symbols": ["C", "C", "C", "O", "H", "H", "H", "H", "C", "C", "H", "H", "H", "H"],
  "coordinates": [[-0.9786, 1.4964, -0.3167], [-0.9123, 0.4819, 0.5318], [-0.5008, -0.1006, 1.7732], [-1.4666, -0.7000, 0.8362], [-1.4876, 1.4192, -1.2751], [-0.3848, 2.3738, -0.0863], [0.3856, -0.7223, 1.8696], [-0.8907, 0.3597, 2.6798], [0.8673, -1.3997, -0.8576], [1.2668, -0.1863, -1.1916], [0.0257, -1.8656, -1.3475], [1.2612, -1.8972, 0.0143], [0.7885, 0.3606, -1.9889], [1.9868, 0.3577, -0.6001]],
  "forces_ev_per_a": [[0.0, -0.5, 0.2], [-0.1, 1.1, 0.0], [0.0, 0.1, 0.2], [-0.3, -0.1, -0.1], [-0.1, 0.1, 0.4], [0.0, -0.1, -0.2], [0.1, 0.4, -0.1], [-0.2, -0.5, 0.0], [-0.1, 0.0, 0.0], [0.0, -0.1, 0.0], [0.1, -0.2, -0.2], [0.2, -0.2, 0.0], [0.1, 0.0, -0.2], [0.3, 0.0, -0.1]],
  "charge": 0,
  "homo_ha": -0.3266,
  "smiles": "C=C1CO1.C=C",
  "e_above_lowest_kcal_mol": 85.5,
  "energy_ha": -270.421601
}

{
  "formula": "C5H8O",
  "method": "ωB97M-V with the def2-TZVPD basis set",
  "symbols": ["C", "C", "C", "C", "C", "O", "H", "H", "H", "H", "H", "H", "H", "H"],
  "coordinates": [[-1.6839, -0.3166, -0.3023], [-1.2098, 1.0740, -0.2202], [-0.4490, -0.2447, 0.5326], [0.8191, -0.6112, -0.1733], [2.1008, -0.3405, 0.4757], [1.6104, -1.6646, 0.3719], [-1.5350, -0.7338, -1.2983], [-2.6408, -0.5704, 0.1388], [-1.8142, 1.7404, 0.4051], [-0.6782, 1.5443, -1.0324], [-0.3706, 0.7871, 1.0168], [0.7921, -0.6385, -1.2704], [2.9694, -0.0923, -0.1320], [2.0897, 0.0667, 1.4881]],
  "forces_ev_per_a": [[-0.4, 0.1, -0.2], [-0.5, 0.0, -1.0], [0.2, 1.4, -0.6], [-0.1, 0.5, -0.1], [0.2, 0.3, 0.0], [-0.2, -0.2, 0.1], [0.0, -0.2, 0.3], [0.0, 0.0, 0.0], [0.6, -0.2, 0.0], [-0.1, -0.1, -0.3], [0.2, -1.4, 1.6], [0.0, 0.0, 0.2], [0.0, -0.1, 0.1], [0.0, 0.0, -0.2]],
  "charge": 0,
  "homo_ha": -0.3204,
  "smiles": "C1CC1[C@H]1CO1",
  "e_above_lowest_kcal_mol": 105.0,
  "energy_ha": -270.390553
}

{
  "formula": "C5H8O",
  "method": "ωB97M-V with the def2-TZVPD basis set",
  "symbols": ["C", "C", "C", "C", "C", "O", "H", "H", "H", "H", "H", "H", "H", "H"],
  "coordinates": [[-1.6114, 0.7278, 0.1048], [-1.1403, -0.6219, -0.4486], [0.2811, -0.6190, -0.8287], [1.4401, -0.4832, -1.3001], [1.6098, -0.3762, 0.4128], [1.8703, 0.9446, 0.7534], [-1.4719, 1.5142, -0.6425], [-2.6728, 0.6837, 0.3686], [-1.0418, 1.0101, 0.9963], [-1.3507, -1.4332, 0.2595], [-1.6839, -0.8696, -1.3678], [2.4695, -1.0458, 0.4967], [0.8770, -0.7355, 1.1491], [2.4249, 1.3040, 0.0464]],
  "forces_ev_per_a": [[0.0, 0.1, 0.0], [0.0, 0.0, -0.1], [0.3, 0.1, -0.3], [-0.6, -0.1, 0.1], [0.1, -0.2, 0.4], [0.2, 0.1, -0.2], [0.0, -0.1, 0.1], [0.2, 0.0, 0.0], [-0.1, -0.1, -0.1], [0.1, 0.1, -0.1], [0.0, 0.0, 0.1], [-0.1, 0.1, 0.0], [0.0, 0.0, -0.2], [-0.1, 0.0, 0.1]],
  "charge": 0,
  "homo_ha": -0.3593,
  "e_above_lowest_kcal_mol": 97.7,
  "energy_ha": -270.402198
}

{
  "formula": "C5H8O",
  "method": "ωB97M-V with the def2-TZVPD basis set",
  "symbols": ["C", "C", "C", "C", "C", "O", "H", "H", "H", "H", "H", "H", "H", "H"],
  "coordinates": [[0.5689, 2.1004, 0.2477], [0.3830, 0.9221, 1.1641], [-0.0289, -0.2954, 0.8201], [-0.4305, -0.7700, -0.5731], [-0.4244, -2.2205, -0.9808], [-1.6255, -1.5389, -0.6565], [1.5498, 2.6642, 0.3510], [-0.2699, 2.9008, 0.4475], [0.4758, 1.8281, -0.8241], [0.6966, 1.0160, 2.2191], [-0.2071, -1.0671, 1.5737], [-0.3158, -0.0436, -1.3537], [-0.3087, -2.4023, -2.0641], [-0.0633, -3.0936, -0.3708]],
  "forces_ev_per_a": [[-0.7, 1.9, -0.3], [0.8, -0.2, 0.3], [-0.8, -0.9, -1.1], [0.5, -0.6, 1.3], [0.6, 0.2, -0.4], [-0.1, -0.3, 0.2], [-1.1, -0.9, 0.1], [1.5, -1.5, -0.3], [0.0, 0.1, 0.7], [-0.4, 0.3, -0.6], [0.3, 0.3, 0.0], [0.0, 0.2, -0.4], [0.0, 0.0, 0.5], [-0.6, 1.3, -0.1]],
  "charge": 0,
  "homo_ha": -0.3420,
  "smiles": "C/C=C\\[C@H]1CO1",
  "e_above_lowest_kcal_mol": 53.0,
  "energy_ha": -270.473426
}